Here is C3H6F3NOS in the gas phase from the Open Molecules 2025 dataset. Energies are from the ωB97M-V functional and the def2-TZVPD basis.

Geometry as XYZ:
```
15
Properties=species:S:1:pos:R:3:lowdin_charge:R:1
C -0.86697 -1.79748 -0.54712 -0.220
C 0.40876 1.20870 0.30355 -0.040
C 0.15377 1.55214 -1.07287 -0.708
N -0.19739 -1.00395 1.75411 -0.116
O 1.66218 -1.59634 0.09576 -0.349
F 0.40264 2.86456 -1.43650 0.090
F -1.02801 1.27239 -1.49025 0.188
F 1.09453 0.89931 -1.91008 0.044
S 0.39645 -0.94219 0.18211 0.739
H -0.66978 -1.93046 -1.66486 0.050
H -1.81074 -1.34454 -0.46206 -0.014
H -0.56398 1.27494 0.87479 0.108
H 1.33334 1.59398 0.87306 0.141
H 0.08677 -0.22390 2.41467 0.105
H -0.40158 -1.82717 2.08571 -0.016
```

Computed properties:
SMILES string: C=[S@@](N)(=O)CC(F)(F)F
LUMO energy (alpha / beta): -0.21 / -0.21 eV
Energy above the lowest of the compared OMol25 structures with the same formula, charge and spin: 0.876 eV
HOMO-LUMO gap (alpha / beta): 0.3178 / 0.3178 Eh